Entry 1:
The molecule C7H13NO. Source: the Open Molecules 2025 dataset; level of theory: ωB97M-V/def2-TZVPD.

```
22
Properties=species:S:1:pos:R:3:forces:R:3:lowdin_charge:R:1
C -1.2800 1.4789 1.9659 -0.0299 -0.0915 -0.0038 -0.0304
C -0.6975 0.5156 0.9970 0.1948 -0.0621 -0.0359 -0.1951
C -0.7954 -0.7928 0.7690 0.1698 0.2712 -0.0812 0.0369
C 0.1848 -0.8222 -0.3834 0.0972 -0.2014 -0.1759 -0.4531
C -0.4113 -1.2381 -1.7206 -0.0096 0.1063 0.2291 -0.0477
C 1.4693 -1.5940 -0.0986 -0.1755 0.2471 -0.0641 -0.0387
C 0.2811 0.7411 -0.1494 -0.4147 -0.2337 0.1223 -0.5096
N -0.2693 1.5229 -1.2157 0.0875 0.1148 0.0627 0.1164
O 1.5541 1.2598 0.1924 0.1415 0.1634 -0.0410 0.0175
H -1.0196 2.4975 1.6880 -0.0341 0.1223 0.0645 0.0758
H -0.9014 1.2862 2.9702 -0.0081 0.0970 0.0454 0.0802
H -2.3642 1.3833 1.9924 -0.0633 0.0765 0.0493 0.0803
H -1.3660 -1.5848 1.2190 -0.2270 -0.2016 0.1405 0.1128
H 0.3249 -1.1322 -2.5141 0.0742 -0.0352 -0.1914 0.0814
H -1.2699 -0.6156 -1.9534 -0.0701 -0.0285 -0.0821 0.0761
H -0.7267 -2.2787 -1.6752 0.0058 -0.1415 -0.0576 0.0811
H 1.2994 -2.6577 -0.2507 0.0277 -0.1271 0.0244 0.0823
H 1.7975 -1.4516 0.9304 0.0886 -0.0235 0.0754 0.0799
H 2.2622 -1.2697 -0.7698 0.1221 -0.0355 -0.0629 0.0862
H 0.3759 1.5272 -1.9985 -0.0060 0.0683 -0.0286 0.0930
H -0.3786 2.4825 -0.9051 0.0351 -0.0034 -0.0551 0.0867
H 1.9307 0.7424 0.9102 -0.0060 -0.0819 0.0659 0.0879
```
Positions in Å, forces in eV/Å.

Summary:
SMILES: CC1=CC(C)(C)[C@]1(N)O
Energy relative to the best compared isomer or geometry (same formula, charge and spin): 30.2 kcal per mole
Spin multiplicity: 1
LUMO: 0.0301 Ha
Max |F|: 0.49 eV Å⁻¹

***

Entry 2:
The molecule C7H13NO. Source: the Open Molecules 2025 dataset; level of theory: ωB97M-V/def2-TZVPD.

```
22
Properties=species:S:1:pos:R:3:forces:R:3:lowdin_charge:R:1
C -0.2479 3.3712 -0.3964 -0.0894 -0.9311 0.0977 0.0045
C 0.4596 2.2840 -0.0888 -0.8435 -1.7529 -1.4612 -0.0877
N -0.0015 0.8099 -0.5150 -0.0397 5.2556 1.9729 -0.1891
O 0.2170 0.5073 -1.8518 0.1342 0.0678 -0.4899 -0.0304
C 0.5163 -0.1328 0.4043 -2.1024 -4.0035 -0.8718 -0.3236
C 1.9450 -0.5944 0.2006 0.1878 -0.1230 0.0975 -0.0586
C -0.6265 -1.4084 0.2154 1.9804 0.8521 0.4106 -0.2659
C -0.5887 -2.2914 -0.7868 0.2595 0.5655 0.2555 0.0211
C -1.6469 -1.4566 1.3100 -0.0863 -0.0728 0.0369 -0.0906
H -1.1691 3.2837 -0.9681 0.1247 0.0370 0.0756 0.0572
H 0.0295 4.3610 -0.0443 0.1443 -0.2258 -0.1226 0.0520
H 1.3905 2.3807 0.4675 -0.1165 -0.3854 0.0353 0.0919
H -0.6795 0.5557 -2.2238 0.4533 -0.1694 0.0999 0.1142
H 0.3582 0.1992 1.4328 -0.0830 0.3158 -0.2841 0.1323
H 2.1430 -1.4754 0.8190 0.0145 0.1594 -0.0409 0.0831
H 2.6376 0.1988 0.4979 0.0360 -0.0685 -0.0700 0.0709
H 2.1528 -0.8629 -0.8372 -0.1366 0.0694 0.0726 0.0746
H 0.1407 -2.2155 -1.5884 0.0291 -0.0524 0.1831 0.0545
H -1.2932 -3.1190 -0.8521 -0.0491 0.2481 0.0537 0.0575
H -2.3607 -2.2782 1.1763 0.1536 0.1379 -0.0670 0.0746
H -1.1610 -1.5951 2.2818 -0.0539 0.0844 -0.0337 0.0771
H -2.2153 -0.5219 1.3471 0.0831 -0.0083 0.0497 0.0803
```
Positions in Å, forces in eV/Å.

Summary:
SMILES: C=CN(O)[C@H](C)C(=C)C
Energy relative to the best compared isomer or geometry (same formula, charge and spin): 99.5 kcal per mole
Spin multiplicity: 1
LUMO: 0.0339 Ha
Max |F|: 5.61 eV Å⁻¹

***

Entry 3:
A cluster of 2 separate species, C7H13NO in total. Source: the Open Molecules 2025 dataset; level of theory: ωB97M-V/def2-TZVPD.

```
22
Properties=species:S:1:pos:R:3:forces:R:3:lowdin_charge:R:1
C 0.5877 1.6880 3.1032 0.0770 0.2367 0.4526 -0.0049
C -0.5580 1.4263 2.4939 -0.1968 -0.2554 -0.5396 -0.1891
C -0.6653 1.2378 1.0293 0.0159 0.0407 0.3984 -0.1230
C -1.3638 0.2540 0.4679 0.2958 0.6409 -0.2291 -0.1325
C -1.4212 0.0435 -1.0140 -0.7198 -0.1155 -0.2186 -0.2270
C -0.6378 -1.1473 -1.4851 0.4492 -0.1696 0.2927 -0.1319
C 0.3891 -1.6721 -0.8023 -0.5852 0.0215 -0.5399 -0.2411
N 1.2490 -2.6354 -1.3036 0.2414 -0.2905 -0.3558 0.0408
H 1.5222 1.8092 2.5682 -0.0803 -0.0134 -0.1699 0.0592
H 0.6504 1.8082 4.1786 -0.0892 -0.0423 -0.0240 0.0490
H -1.4943 1.3033 3.0300 0.1747 -0.0331 0.2992 0.0986
H -0.1106 1.9565 0.4334 0.0470 -0.2109 -0.2514 0.1108
H -1.8938 -0.4518 1.0989 -0.0391 -0.0787 -0.0118 0.1173
H -2.4750 -0.0640 -1.3109 0.0936 -0.2186 0.0889 0.1089
H -1.1099 0.9336 -1.5674 0.2540 0.1318 0.2569 0.1016
H -0.8652 -1.5500 -2.4682 -0.0233 0.0470 -0.0291 0.1005
H 0.6351 -1.3036 0.1838 0.0937 0.0438 0.0901 0.1165
H 0.9567 -3.1889 -2.0984 -0.1317 0.2948 0.1342 0.0878
H 1.7717 -3.1831 -0.6541 0.1112 -0.1049 0.3848 0.0716
O 1.7559 1.2104 -1.7501 0.0717 0.1494 -0.0917 -0.0583
H 1.7011 0.2821 -1.4974 -0.1134 -0.0280 -0.0517 0.0061
H 1.3762 1.2433 -2.6355 0.0536 -0.0457 0.1150 0.0393
```
Positions in Å, forces in eV/Å.

Summary:
SMILES: C=C/C=C/C/C=C/N.O
Energy relative to the best compared isomer or geometry (same formula, charge and spin): 46.5 kcal per mole
Spin multiplicity: 1
LUMO: 0.0354 Ha
Max |F|: 0.80 eV Å⁻¹

***

Entry 4:
A cluster of 2 separate species, C7H13NO in total. Source: the Open Molecules 2025 dataset; level of theory: ωB97M-V/def2-TZVPD.

```
22
Properties=species:S:1:pos:R:3:forces:R:3:lowdin_charge:R:1
C -1.1002 -0.4254 -2.2369 0.3693 -0.0832 0.0107 0.0413
C -0.0874 -0.1885 -1.3957 -0.5788 0.4854 -0.1072 -0.4238
N 0.7120 0.9516 -1.4826 -0.0294 -0.0406 0.0756 0.1037
C 0.2113 -1.0969 -0.2720 -0.2467 0.5725 -0.3415 -0.2394
C 0.7962 -2.4529 -0.6259 0.0111 -0.1928 0.1849 -0.0268
C -0.0271 -0.9297 1.0136 1.5238 -3.4523 3.2339 -0.1883
O 0.0517 -1.3273 2.1627 0.2090 0.5177 -2.9239 0.0683
H -1.7080 -1.3071 -2.1366 -0.1377 -0.0534 0.1350 0.0571
H -1.2907 0.2220 -3.0795 -0.0121 0.0719 -0.1111 0.0518
H 0.6861 1.4249 -2.3730 0.1038 0.0045 0.0601 0.0918
H 1.6316 0.8664 -1.0798 -0.0193 0.0076 -0.1001 0.0910
H 1.1400 -2.9667 0.2698 0.0479 -0.0618 -0.0506 0.0826
H 0.0529 -3.0806 -1.1197 -0.0492 0.0198 0.0000 0.0825
H 1.6343 -2.3374 -1.3150 0.0195 0.0747 0.0581 0.0858
C -0.9473 1.2024 1.5026 -1.0072 -0.5999 2.1950 -0.1731
C 0.3241 1.9751 1.8166 -0.0383 -0.3392 0.0651 -0.1418
H -0.9713 0.1510 2.0164 -0.1950 2.5334 -1.9332 0.0900
H -1.7668 1.5112 2.1637 -0.1593 0.8468 -0.2749 0.0836
H -1.2848 1.3370 0.4813 -0.0291 -0.5476 -0.1270 0.0751
H 1.1299 1.6176 1.1787 0.1283 0.2155 -0.0366 0.0467
H 0.6356 1.8083 2.8474 -0.0261 0.0734 0.0509 0.0722
H 0.1781 3.0451 1.6638 0.1156 -0.0525 -0.0633 0.0695
```
Positions in Å, forces in eV/Å.

Summary:
SMILES: C=C(N)C(C)=C=O.CC
Energy relative to the best compared isomer or geometry (same formula, charge and spin): 80.5 kcal per mole
Spin multiplicity: 1
LUMO: 0.0242 Ha
Max |F|: 4.97 eV Å⁻¹

***

LUMO of number 2 (C7H13NO)? 0.0339 Ha